Record 1
The following is a DFT calculation (ωB97M-V with the def2-TZVPD basis set) of a structure of composition C29H26F12GeIN2O2Ru.

Structure (XYZ):
```
74
Properties=species:S:1:pos:R:3:forces:R:3
Ru -0.236614 0.938079 0.531055 0.8 1.3 0.3
C -5.587525 -2.865897 -2.185853 -0.2 1.0 0.6
C -4.271370 -2.196950 -1.822337 0.3 -0.2 -0.9
C -3.202021 -2.096179 -2.718185 0.3 0.2 0.8
C -2.003719 -1.525682 -2.266027 0.3 -0.9 -1.2
C -1.741567 -1.045115 -0.993539 -1.8 -0.2 0.6
N -0.511982 -0.619277 -0.603148 0.8 -0.5 0.0
C 0.567816 -0.984537 -1.441883 0.0 0.5 -0.6
C 1.041076 -2.292527 -1.389085 -0.1 0.1 0.2
C 2.111419 -2.704446 -2.151782 -0.3 0.4 0.1
C 2.734180 -1.824543 -3.014209 -0.1 0.2 -0.8
C 3.826065 -2.392074 -3.915218 -0.4 1.9 0.3
C 2.220579 -0.521038 -3.134309 0.7 -0.5 0.6
C 1.152772 -0.078456 -2.357368 -0.1 0.5 0.3
C 0.668770 1.439050 -2.475920 1.2 -0.2 0.2
O -0.170385 1.883676 -1.548172 -0.6 -0.2 0.6
C 1.904631 2.428612 -2.397090 -0.7 -0.8 -0.6
F 2.770358 2.425495 -3.421896 0.8 -0.4 -1.0
F 1.415278 3.644430 -2.393649 -0.3 1.6 0.4
F 2.645716 2.253539 -1.322723 0.3 -0.1 1.0
C 0.068045 1.632202 -3.905332 -0.5 -0.7 0.0
F 0.919788 1.356165 -4.911171 0.4 -0.1 -0.3
F -0.931831 0.732095 -4.035440 -0.3 0.4 -0.1
F -0.419412 2.851182 -4.193376 -0.1 -0.2 0.5
C -2.884565 -1.091791 -0.124880 0.4 0.5 1.0
C -4.059135 -1.662358 -0.551438 -0.8 -0.4 0.4
C -2.752398 -0.509646 1.342696 0.2 -2.1 -0.5
O -2.099234 0.626870 1.358462 0.8 1.4 0.4
C -4.103849 -0.243424 2.046380 0.1 0.3 0.6
F -4.937075 -1.298374 2.107113 -0.7 0.1 -0.1
F -4.733762 0.774807 1.457183 -0.3 -0.2 0.0
F -3.941903 0.106065 3.359026 0.3 0.1 -0.6
C -2.040074 -1.670800 2.241218 -0.4 1.6 -0.7
F -1.261164 -2.442289 1.512975 0.9 -0.7 -0.6
F -1.293157 -1.185479 3.231894 0.3 0.5 0.3
F -2.924332 -2.463544 2.814960 -1.0 -1.2 0.7
H -5.588169 -3.200549 -3.212080 0.1 -0.4 -0.3
H -6.420515 -2.136185 -2.113117 0.3 -0.3 0.1
H -5.822629 -3.680718 -1.490321 0.0 0.0 -0.3
H -3.204676 -2.473399 -3.751191 -0.3 0.1 0.5
H -1.157599 -1.571818 -2.938886 -0.1 0.2 -0.2
H 0.531550 -2.978335 -0.727961 0.0 -0.1 0.2
H 2.468375 -3.712206 -2.094241 0.1 -0.5 0.1
H 3.416483 -3.176273 -4.493738 -0.6 -0.8 -1.0
H 4.592464 -2.860280 -3.341450 0.9 -0.1 0.5
H 4.227759 -1.600085 -4.574792 0.0 -0.5 0.3
H 2.756667 0.211312 -3.720251 -0.1 -0.2 -0.4
H -4.859777 -1.778786 0.187763 0.3 0.1 -0.6
I 0.802190 6.914787 0.471368 0.3 0.2 -0.1
C 0.350537 5.199335 1.576297 0.1 0.6 0.5
C -0.024587 5.382708 2.945807 -0.2 -0.7 -0.4
C -0.469879 4.151481 3.536061 0.6 0.7 0.1
C -0.507067 2.980662 2.861407 -0.1 -0.4 -0.9
N -0.140674 2.863877 1.525091 0.0 -0.3 0.4
C 0.350049 4.009975 0.936977 -0.4 -1.0 0.6
H 0.156602 6.305053 3.492486 -0.2 -0.3 -0.2
H -0.708539 4.113737 4.575639 -0.3 0.1 0.6
H -0.854585 2.057707 3.318069 0.0 0.2 0.0
H 0.745190 3.834400 -0.030254 0.0 0.3 -0.9
C 2.681975 -2.267451 2.297439 0.9 -0.3 -0.4
Ge 2.426540 -0.347645 2.645031 0.5 0.2 -1.0
C 1.488145 -0.080575 4.321657 -0.7 -1.0 -0.3
C 4.294366 0.202660 3.141291 0.1 -0.1 -0.4
C 1.733592 0.557455 1.067757 -0.2 -0.2 0.4
H 3.092029 -2.756806 3.174825 0.0 -0.1 0.4
H 3.423833 -2.459166 1.497804 -0.2 0.4 0.2
H 1.817475 -2.820234 1.997615 -0.9 -0.2 -0.1
H 1.693422 -0.909872 4.996510 0.1 -0.1 0.1
H 0.410788 -0.015468 4.205443 0.0 0.1 -0.1
H 1.842453 0.821518 4.739200 0.4 1.1 0.6
H 4.590522 -0.434757 3.983192 0.0 0.2 0.1
H 4.328675 1.258245 3.434066 0.0 -0.2 0.0
H 5.047841 0.038171 2.346363 -0.5 0.1 0.2
H 2.549754 0.979681 0.484193 -0.1 0.0 -0.1
```
Forces are in eV/Å.

Properties
- charge = -2
- DFT total energy (eV) = -137377.730
- spin multiplicity = 6


Record 2
The following is a DFT calculation (ωB97M-V with the def2-TZVPD basis set) of a structure of composition C29H26FN8O2Pd.

Structure (XYZ):
```
67
Properties=species:S:1:pos:R:3:forces:R:3
Pd -0.339993 -0.172299 -0.721834 -0.5 -0.2 -0.4
C 2.109569 2.537612 1.262027 0.2 0.1 -0.1
C 1.596143 2.157249 2.576373 -0.8 -0.1 0.2
C 2.467896 1.419862 3.478156 0.1 -0.2 0.1
C 2.128057 1.188284 4.947176 -0.1 -0.2 0.0
C 0.688967 1.010164 5.153131 0.1 0.0 0.0
C -1.402032 0.935909 3.623937 0.0 0.3 0.1
C -2.830009 0.806684 3.973532 0.1 -0.1 0.0
C 0.230998 2.069282 2.940958 0.5 0.2 -0.5
N -1.631843 1.695173 1.230695 -0.4 0.1 0.0
C -1.278822 2.817721 0.537890 0.2 0.0 0.1
O -0.643232 3.710790 1.067491 -0.1 0.0 -0.1
C -1.653558 2.772990 -0.909851 0.0 -0.1 0.0
C -1.940855 3.911889 -1.628193 0.0 0.0 -0.1
C -2.212992 3.765330 -2.984723 0.0 0.1 0.0
C -2.145852 2.511521 -3.562080 0.0 0.0 0.0
C -1.810255 1.420805 -2.769228 0.1 0.0 0.0
N -1.604337 1.552790 -1.463900 0.1 0.1 0.1
C -1.570320 0.055058 -3.401610 -0.3 0.1 0.0
O -1.870269 -0.098779 -4.574000 0.1 -0.1 0.0
N -1.053262 -0.839392 -2.546049 0.4 -0.3 0.1
C -0.463582 -2.049304 -2.997692 -0.4 0.2 0.0
C 0.695030 -2.021061 -3.778020 0.3 0.0 -0.1
C 1.316822 -0.713605 -4.189772 0.0 -0.1 0.0
C 1.277914 -3.233353 -4.143745 0.0 0.0 0.0
C 0.727797 -4.444624 -3.746475 0.0 0.1 0.0
C -0.412986 -4.451633 -2.956388 0.0 0.1 0.1
C -1.014734 -3.258527 -2.565422 -0.1 -0.2 0.0
C -2.257324 -3.284214 -1.716812 0.0 0.0 0.0
H 2.951612 1.897505 0.989224 0.0 0.1 0.0
H 1.385109 2.534744 0.456318 -0.1 -0.1 0.0
H 2.510763 3.559198 1.358022 -0.1 0.0 0.0
H 3.521987 1.508859 3.236130 0.0 -0.1 0.0
H 2.847311 1.339087 5.739384 0.0 0.0 0.0
H 0.379977 0.862694 6.180891 0.0 0.0 0.0
H -2.960284 0.623712 5.039831 0.0 0.0 0.0
H -3.369280 1.730093 3.723776 0.0 0.0 0.0
H -3.311792 -0.007695 3.429711 0.0 0.0 0.0
H -1.946668 4.875273 -1.137704 0.0 0.0 0.0
H -2.455032 4.631701 -3.586064 0.0 0.0 0.0
H -2.319745 2.342291 -4.615475 0.0 0.0 0.0
H 1.348114 -0.011867 -3.352728 0.0 0.0 0.0
H 2.335491 -0.869338 -4.543491 0.0 0.0 0.0
H 0.742298 -0.251594 -4.994819 0.0 0.0 0.0
H 2.172226 -3.220269 -4.756158 0.0 0.0 0.0
H 1.181298 -5.377228 -4.057401 0.0 0.0 0.0
H -0.851166 -5.392374 -2.644140 0.0 0.0 0.0
H -2.424976 -4.281308 -1.310913 0.0 0.0 0.0
H -2.197315 -2.580985 -0.883841 0.0 0.0 0.0
H -3.136828 -3.000218 -2.297670 0.0 0.0 0.0
N 2.573816 -3.188041 0.482855 0.0 0.0 0.1
C 1.767213 -2.752784 -0.496149 0.0 0.0 0.0
N 1.073919 -1.734857 -0.034259 0.0 -0.1 0.1
C 1.508016 -1.590317 1.243926 0.0 0.2 0.3
N 2.429519 -2.451841 1.601903 0.0 -0.1 -0.3
C 0.980609 -0.509905 2.120274 0.4 -0.1 0.1
C 1.894379 -0.113902 3.294476 0.0 0.0 -0.1
N 1.470549 -0.161471 4.712984 -0.1 0.2 0.0
C -0.314399 1.746514 4.303990 -0.1 -0.1 0.1
C -0.800921 1.174507 2.252739 0.4 -0.4 0.2
N -0.103787 -0.005243 1.695384 -0.3 0.4 -0.1
H 3.234678 -3.948840 0.458369 0.0 0.0 0.0
H 1.717746 -3.167609 -1.495523 0.0 0.0 0.0
H 2.772867 -0.748797 3.218436 0.0 0.0 0.0
H -0.675231 2.621481 4.860346 0.0 0.0 0.0
H -2.215162 1.019363 0.755993 0.1 0.0 -0.1
F 1.180181 1.127162 -1.084185 0.2 0.2 0.2
```
Forces are in eV/Å.

Properties
- charge = +1
- DFT total energy (eV) = -52695.737
- spin multiplicity = 5


Record 3
The following is a DFT calculation (ωB97M-V with the def2-TZVPD basis set) of a structure of composition C29H26FeI2N7O3S.

Structure (XYZ):
```
69
Properties=species:S:1:pos:R:3:forces:R:3
Fe -0.360692 -0.210720 0.121999 0.0 0.5 -0.4
I -3.363670 -3.360433 6.332689 -0.1 -0.1 0.1
C -2.226268 -2.436980 4.923833 0.0 0.1 -0.1
C -0.850315 -2.725301 4.842908 -0.1 0.1 0.0
C -0.084731 -2.100562 3.902172 -0.1 0.2 -0.2
I 1.911365 -2.586787 3.713923 0.0 0.0 0.0
C -0.671305 -1.127578 2.985676 -0.2 -0.2 0.2
O 0.019240 -0.519158 2.132562 0.2 -0.2 0.4
C -2.104902 -0.886402 3.075716 0.3 0.0 0.0
C -2.726694 0.114899 2.144692 0.1 0.0 0.0
N -2.574862 -0.270152 0.724145 -0.1 0.0 0.1
C -3.257458 -1.520768 0.378121 0.0 0.0 0.0
C -2.280003 -2.629871 0.070416 0.0 0.0 0.0
C -2.745366 -3.914492 -0.178993 0.0 0.0 0.0
C -1.835553 -4.928084 -0.398073 0.0 -0.1 0.0
C -0.477020 -4.639639 -0.324612 0.0 0.0 0.0
C -0.100031 -3.340378 -0.077745 -0.1 0.1 0.1
N -0.979251 -2.333705 0.081271 0.1 -0.2 0.0
C -2.837259 -1.522886 4.026331 0.1 -0.1 0.1
H -0.411871 -3.446996 5.518276 0.0 0.0 0.0
H -2.228969 1.077172 2.283107 0.0 0.0 0.0
H -3.779525 0.237832 2.411265 0.0 0.0 0.0
H -2.962887 0.474045 0.160011 0.0 0.0 0.0
H -3.915500 -1.368398 -0.478591 0.0 0.0 0.0
H -3.896492 -1.851044 1.201557 0.0 0.0 0.0
H -3.810256 -4.110319 -0.185445 0.0 0.0 0.0
H -2.174807 -5.936008 -0.597827 0.0 0.0 0.0
H 0.271121 -5.409330 -0.450059 0.0 0.0 0.0
H 0.944139 -3.084462 0.040739 0.1 0.0 -0.1
H -3.899237 -1.328659 4.114496 0.0 0.0 0.0
O 1.302190 1.335454 -6.841469 -0.3 -0.2 -0.1
N 0.568310 2.155202 -6.332593 0.9 0.4 0.4
O 0.232921 3.193042 -6.845968 -0.3 -0.1 -0.2
C 0.176498 1.953622 -4.905780 -0.1 -0.3 -0.1
C -0.566914 2.937894 -4.379257 -0.2 0.1 0.1
C -1.035782 2.858626 -3.029768 0.0 0.1 -0.1
C -1.781543 3.885960 -2.431263 0.0 0.0 -0.1
C -2.180489 3.746225 -1.127848 0.0 0.0 0.1
C -1.849148 2.568126 -0.455617 0.0 0.0 -0.1
N -1.173743 1.571950 -1.006773 -0.1 0.2 0.0
C -0.744874 1.726464 -2.274642 0.0 -0.1 0.0
C 0.081516 0.681970 -2.831780 0.0 0.0 0.1
N 0.374146 -0.345929 -2.000477 0.0 -0.2 -0.1
C 1.171057 -1.297052 -2.450586 0.0 0.1 0.0
C 1.717472 -1.287047 -3.731517 0.0 0.0 0.0
C 1.421233 -0.256564 -4.581620 0.0 0.1 -0.1
C 0.570202 0.780649 -4.144331 0.0 0.0 -0.1
H -0.816260 3.795981 -4.988307 0.0 0.0 0.0
H -2.019650 4.777279 -2.998404 0.0 0.0 0.0
H -2.735343 4.520491 -0.617971 0.0 0.0 0.0
H -2.137633 2.446224 0.581926 0.0 0.0 0.0
H 1.407045 -2.101125 -1.773423 0.0 -0.1 0.1
H 2.374760 -2.086588 -4.042478 0.0 0.0 0.0
H 1.839520 -0.230307 -5.571864 0.0 0.0 0.0
C 4.078549 3.388253 0.410785 0.0 -0.1 0.0
N 3.830120 2.257449 1.283696 0.0 0.1 -0.1
C 4.741402 1.931811 2.386058 0.0 0.0 0.0
C 4.054503 0.735091 3.072335 -0.1 0.1 -0.1
N 2.798953 0.645769 2.330248 0.0 0.0 0.0
C 2.726097 1.518036 1.321885 0.1 -0.2 0.2
S 1.406005 1.669894 0.260586 0.1 0.1 0.0
H 5.137483 3.413732 0.159370 0.0 0.0 0.0
H 3.806488 4.326083 0.898057 0.0 0.0 0.0
H 3.496563 3.275413 -0.499515 0.0 0.0 0.0
H 4.848918 2.790159 3.049997 0.0 0.0 0.0
H 5.724329 1.677454 1.992324 0.0 0.0 0.0
H 3.870542 0.915360 4.129662 0.0 0.0 0.0
H 4.634974 -0.181112 2.969775 0.0 0.0 0.0
H 2.058640 -0.008776 2.521987 0.0 0.0 -0.1
```
Forces are in eV/Å.

Properties
- energy above the lowest of the compared OMol25 structures with the same formula, charge and spin (kcal per mole) = 0.5
- charge = +2
- DFT total energy (eV) = -108478.583
- spin multiplicity = 6


Question: Which of these has the lowest spin multiplicity?
Answer: C29H26FN8O2Pd


Question: charge of number 3 (C29H26FeI2N7O3S)?
Answer: +2